(1)
This record from the Open Molecules 2025 dataset describes a molecular structure, C24H38AsF6N5O4SeSn. The level of theory is the ωB97M-V functional and the def2-TZVPD basis.

Positions of all 80 atoms, in Å:
Sn1 -0.31 0.49 0.27
C1 -1.07 -3.61 -0.09
N1 -2.04 -2.53 -0.19
C2 -3.22 -2.79 -1.00
C3 -1.82 -1.37 0.40
O1 -0.76 -1.10 1.03
C4 -2.89 -0.29 0.30
O2 -2.33 0.89 0.81
C5 -2.78 1.46 2.02
C6 -1.57 1.69 2.89
O3 -0.50 1.18 2.48
N2 -1.69 2.36 4.01
C7 -0.53 2.54 4.89
C8 -2.94 2.95 4.46
H1 -1.50 -4.45 0.46
H2 -0.81 -3.95 -1.09
H3 -0.17 -3.25 0.40
H4 -3.31 -3.86 -1.16
H5 -4.14 -2.45 -0.51
H6 -3.15 -2.31 -1.97
H7 -3.13 -0.12 -0.76
H8 -3.79 -0.59 0.84
H9 -3.26 2.42 1.78
H10 -3.50 0.84 2.57
H11 0.28 1.91 4.55
H12 -0.21 3.58 4.88
H13 -0.81 2.27 5.91
H14 -3.39 3.59 3.70
H15 -3.66 2.18 4.75
H16 -2.74 3.57 5.33
F1 -1.66 -0.65 -1.75
As1 -0.48 -1.72 -2.59
F2 0.03 -2.11 -0.81
F3 -1.60 -2.99 -2.43
F4 0.83 -2.75 -3.01
F5 -0.92 -1.19 -4.10
F6 0.68 -0.38 -2.34
C9 5.96 -1.84 1.88
C10 5.74 -0.47 2.53
C11 4.44 0.21 2.14
C12 3.16 -0.38 2.73
N3 2.85 -1.74 2.30
C13 2.61 -2.12 1.01
Se1 2.46 -0.92 -0.40
N4 2.40 -3.47 0.95
C14 2.15 -4.32 -0.23
C15 3.36 -5.20 -0.64
C16 4.65 -4.50 -1.10
C17 4.52 -3.53 -2.25
C18 2.48 -3.95 2.23
C19 2.30 -5.24 2.73
C20 2.45 -5.40 4.09
C21 2.76 -4.29 4.95
C22 2.93 -3.02 4.46
C23 2.78 -2.84 3.09
H17 7.01 -2.12 1.95
H18 5.69 -1.80 0.82
H19 5.39 -2.63 2.37
H20 6.56 0.19 2.24
H21 5.82 -0.56 3.62
H22 4.36 0.22 1.04
H23 4.48 1.25 2.47
H24 2.31 0.26 2.45
H25 3.24 -0.39 3.81
H26 1.83 -3.70 -1.06
H27 1.32 -4.99 0.02
H28 3.00 -5.83 -1.45
H29 3.61 -5.84 0.21
H30 5.32 -5.30 -1.44
H31 5.16 -4.05 -0.25
H32 3.81 -3.86 -3.01
H33 5.49 -3.34 -2.71
H34 4.18 -2.54 -1.92
H35 2.05 -6.07 2.09
H36 2.31 -6.38 4.53
H37 2.87 -4.48 6.01
H38 3.16 -2.20 5.13
O4 0.74 4.03 -2.03
C24 0.71 3.13 -1.31
N5 0.76 2.19 -0.53

**ΔE to the lowest compared entry with this formula, charge and spin**: 6.205 eV
**Charge**: +3
**LUMO level (spin up / spin down)**: -11.61 / -11.77 eV
**Spin multiplicity**: 2

---

(2)
This record from the Open Molecules 2025 dataset describes a molecular structure, C24H38Br2N9OPTi. The level of theory is the ωB97M-V functional and the def2-TZVPD basis.

Positions of all 76 atoms, in Å:
Ti1 0.46 0.10 0.13
C1 -1.54 2.90 3.73
N1 -1.73 3.39 2.37
C2 -2.48 4.63 2.15
C3 -1.22 2.67 1.35
N2 -0.63 1.52 1.47
N3 -1.37 3.24 0.09
C4 -1.02 2.69 -1.12
N4 -1.35 3.47 -2.18
N5 -0.42 1.55 -1.23
H1 -1.91 3.65 4.42
H2 -0.48 2.73 3.94
H3 -2.10 1.97 3.90
H4 -2.90 4.94 3.10
H5 -3.31 4.47 1.46
H6 -1.84 5.44 1.80
H7 -0.61 1.23 2.44
H8 -1.75 4.17 0.06
H9 -1.86 4.33 -2.08
H10 -1.04 3.22 -3.10
H11 -0.25 1.33 -2.20
Br1 -1.00 -4.09 2.54
C5 0.39 -2.89 2.95
C6 1.18 -3.15 4.10
C7 2.17 -2.29 4.47
Br2 3.19 -2.66 6.00
C8 2.42 -1.11 3.71
C9 3.39 -0.13 4.04
C10 3.52 0.98 3.26
C11 2.70 1.12 2.12
N6 1.81 0.22 1.78
C12 1.64 -0.89 2.57
C13 0.61 -1.79 2.17
O1 -0.09 -1.47 1.06
H12 0.98 -4.04 4.67
H13 4.01 -0.27 4.91
H14 4.25 1.75 3.48
H15 2.80 1.98 1.47
C14 -2.48 -4.59 -2.43
N7 -1.01 -4.55 -1.94
C15 -0.10 -4.54 -3.19
N8 -0.43 -3.46 -4.04
C16 -1.84 -3.54 -4.44
N9 -2.75 -3.51 -3.30
C17 -2.73 -2.21 -2.61
P1 -1.07 -1.77 -1.93
C18 -0.76 -3.36 -1.06
C19 -0.10 -2.15 -3.45
H16 -3.10 -4.57 -1.54
H17 -2.58 -5.55 -2.94
H18 -0.82 -5.40 -1.41
H19 -0.27 -5.50 -3.68
H20 0.92 -4.47 -2.82
H21 -1.99 -4.47 -5.00
H22 -2.06 -2.70 -5.11
H23 -3.47 -2.22 -1.81
H24 -3.05 -1.44 -3.31
H25 -1.39 -3.45 -0.18
H26 0.27 -3.42 -0.71
H27 0.97 -2.12 -3.20
H28 -0.26 -1.38 -4.20
C20 2.78 1.77 -1.77
C21 3.01 0.26 -1.74
C22 3.10 -0.25 -3.18
C23 4.34 -0.03 -1.03
C24 1.90 -0.46 -1.00
H29 3.70 2.31 -2.02
H30 2.43 2.18 -0.82
H31 2.03 2.05 -2.52
H32 3.89 0.27 -3.73
H33 2.17 -0.08 -3.72
H34 3.34 -1.32 -3.21
H35 5.17 0.44 -1.56
H36 4.35 0.34 0.00
H37 4.53 -1.11 -0.99
H38 2.14 -1.54 -0.92

**ΔE to the lowest compared entry with this formula, charge and spin**: 0.000 eV
**Charge**: +2
**LUMO level (spin up / spin down)**: -4.86 / -4.86 eV
**Spin multiplicity**: 1

---

(3)
This record from the Open Molecules 2025 dataset describes a molecular structure, C24H38F10IN4O5SSi. The level of theory is the ωB97M-V functional and the def2-TZVPD basis.

Positions of all 84 atoms, in Å:
C1 1.28 1.80 -3.33
C2 1.57 2.66 -2.10
N1 0.31 3.35 -1.70
C3 0.28 4.24 -0.72
N2 1.35 4.50 0.14
C4 2.51 5.15 -0.48
O1 1.94 5.80 -1.62
C5 2.73 6.75 -2.21
F1 3.98 6.31 -2.36
F2 2.77 7.86 -1.46
F3 2.20 7.03 -3.39
C6 1.67 3.52 1.16
F4 2.32 4.24 2.13
F5 2.61 2.66 0.69
C7 0.48 2.80 1.76
C8 0.15 1.42 1.16
Si1 1.03 -0.07 1.93
C9 -0.01 -1.59 1.54
C10 1.20 0.12 3.78
C11 2.69 -0.31 1.11
C12 3.90 -0.31 1.81
C13 5.11 -0.49 1.15
C14 5.13 -0.67 -0.22
C15 3.94 -0.67 -0.94
C16 2.74 -0.50 -0.27
N3 -0.85 4.92 -0.44
I1 -0.88 6.36 1.06
S1 -2.35 4.65 -1.24
O2 -2.52 3.26 -1.48
O3 -3.31 5.40 -0.52
C17 -2.08 5.55 -2.87
F6 -2.80 6.66 -2.83
F7 -0.77 5.87 -2.95
C18 -2.46 4.70 -4.11
F8 -1.48 3.81 -4.34
F9 -3.61 4.07 -3.92
F10 -2.56 5.51 -5.15
H1 0.69 2.34 -4.07
H2 0.69 0.93 -3.03
H3 2.21 1.43 -3.75
H4 2.34 3.38 -2.35
H5 1.90 2.00 -1.30
H6 -0.10 3.72 -2.55
H7 3.28 4.45 -0.79
H8 2.91 5.88 0.22
H9 -0.40 3.45 1.73
H10 0.73 2.70 2.81
H11 -0.91 1.25 1.34
H12 0.26 1.39 0.08
H13 0.04 -2.27 2.39
H14 -1.05 -1.31 1.35
H15 0.39 -2.09 0.66
H16 1.57 -0.84 4.17
H17 1.92 0.88 4.08
H18 0.23 0.32 4.25
H19 3.88 -0.16 2.88
H20 6.03 -0.49 1.71
H21 6.07 -0.81 -0.73
H22 3.95 -0.82 -2.01
H23 1.82 -0.53 -0.85
C19 -3.56 -7.12 3.66
O4 -3.47 -7.85 2.46
C20 -4.49 -7.59 1.51
C21 -3.97 -6.83 0.32
N4 -3.61 -5.46 0.67
C22 -2.87 -4.74 -0.36
C23 -1.52 -5.27 -0.81
O5 -0.50 -5.19 0.17
C24 -0.48 -6.23 1.13
H24 -2.86 -7.56 4.37
H25 -3.30 -6.06 3.53
H26 -4.57 -7.18 4.09
H27 -5.33 -7.06 1.98
H28 -4.86 -8.56 1.17
H29 -4.75 -6.81 -0.45
H30 -3.12 -7.40 -0.09
H31 -3.07 -5.47 1.52
H32 -2.71 -3.72 0.02
H33 -3.51 -4.65 -1.24
H34 -1.18 -4.65 -1.64
H35 -1.58 -6.30 -1.20
H36 -0.80 -7.18 0.70
H37 -1.10 -5.99 2.00
H38 0.55 -6.33 1.48

**Charge**: +1
**LUMO level**: -4.80 eV
**Spin multiplicity**: 1

---

The following M values (in g mol⁻¹) correspond, in order, to the records above: 847.2, 707.3, 839.6.
The following maximum force values (in eV/Å) correspond, in order, to the records above: 9.88, 0.93, 2.04.
The following E values (in Ha) correspond, in order, to the records above: -6961.697599, -7843.816239, -3516.273963.